Density functional theory data (ωB97M-V with the def2-TZVPD basis set) for C19H18BrNO4 in the gas phase.

```
43
Properties=species:S:1:pos:R:3:lowdin_charge:R:1
C -0.3314 3.3273 0.9279 -0.080
O 0.5474 2.3304 1.3869 -0.103
C 1.1387 1.5106 0.4716 -0.285
C 0.8690 1.5123 -0.8920 -0.011
C 1.5381 0.6350 -1.7277 -0.020
C 2.4847 -0.2500 -1.2328 -0.216
C 3.1158 -1.2682 -2.1488 -0.116
N 2.1850 -2.3767 -2.2927 0.085
C 1.3095 -2.4349 -3.3144 -0.473
O 1.4351 -1.8523 -4.3680 0.071
C 0.0737 -3.2984 -2.9921 -0.050
O -0.8077 -2.5037 -2.1979 0.023
C -0.5451 -2.3850 -0.8911 -0.485
O 0.3231 -3.0090 -0.3170 0.080
C -1.4124 -1.3842 -0.2649 0.029
C -1.1472 -0.9607 0.9772 -0.007
C -1.8392 0.0787 1.7113 -0.211
C -3.0382 0.6492 1.2744 -0.026
C -3.6432 1.6572 2.0004 -0.073
C -3.0672 2.1281 3.1694 -0.127
C -1.8799 1.5610 3.6026 -0.676
Br -1.0696 2.2045 5.2003 0.740
C -1.2685 0.5434 2.8985 -0.084
C 2.7384 -0.2575 0.1340 -0.031
C 2.0796 0.6123 0.9764 -0.005
H 0.1598 3.9974 0.2158 0.099
H -1.2260 2.8952 0.4666 0.089
H -0.6223 3.8944 1.8108 0.095
H 0.1425 2.1882 -1.3145 0.107
H 1.3175 0.6382 -2.7852 0.121
H 3.2865 -0.8558 -3.1451 0.124
H 4.0546 -1.6450 -1.7372 0.122
H 1.9270 -2.8330 -1.4238 0.114
H -0.4729 -3.5272 -3.9067 0.136
H 0.3511 -4.2107 -2.4556 0.132
H -2.1972 -0.9879 -0.8883 0.116
H -0.3046 -1.4176 1.4823 0.127
H -3.5016 0.2939 0.3678 0.110
H -4.5712 2.0883 1.6562 0.108
H -3.5324 2.9203 3.7352 0.102
H -0.3426 0.1178 3.2527 0.113
H 3.4622 -0.9481 0.5412 0.116
H 2.2813 0.6220 2.0360 0.119
```

## Properties
HOMO-LUMO gap   0.297 hartree
SMILES   COc1ccc(CNC(=O)COC(=O)/C=C/c2cccc(Br)c2)cc1
LUMO energy   -0.42 eV
Energy   -3664.569180 Ha
Spin multiplicity   1
Energy relative to the best compared isomer or geometry (same formula, charge and spin)   0.662 eV
Charge   0